A cluster of 2 separate species, C3H11N2OS in total. Source: OMol25; level of theory: ωB97M-V/def2-TZVPD.

Computed properties:
ΔE to the lowest compared entry with this formula, charge and spin: 1.346 eV
DFT total energy: -19152.316 eV
total charge: -1
F_max: 0.010 hartree/bohr

XYZ file:
```
18
Properties=species:S:1:pos:R:3:nbo_charge:R:1
C -0.312 -0.293 -1.111 -0.226
C -0.875 -0.910 -2.390 -0.501
S -1.487 0.403 -3.490 -0.085
N 0.202 -1.328 -0.238 -0.904
H 0.506 0.385 -1.364 0.195
H -1.085 0.341 -0.646 0.158
H -0.086 -1.489 -2.864 0.209
H -1.702 -1.576 -2.144 0.192
H -1.848 -0.389 -4.522 0.105
H 0.864 -0.848 0.462 0.447
H -0.563 -1.759 0.269 0.327
N 0.810 1.995 2.699 -0.911
C 0.744 0.520 2.436 0.141
O 1.629 0.133 1.512 -0.931
H 1.056 2.191 3.665 0.320
H 1.609 2.302 2.156 0.353
H 0.851 0.015 3.435 0.050
H -0.314 0.307 2.138 0.062
```

A cluster of 2 separate species, C3H11N2O in total in a non-equilibrium geometry. Source: OMol25; level of theory: ωB97M-V/def2-TZVPD.

Computed properties:
ΔE to the lowest compared entry with this formula, charge and spin: 2.283 eV
DFT total energy: -8295.925 eV
total charge: +2
multiplicity: 2
F_max: 0.045 hartree/bohr

XYZ file:
```
17
Properties=species:S:1:pos:R:3:lowdin_spin:R:1
C 0.572 -1.818 2.811 0.018
N 0.746 0.624 0.137 0.097
C 0.274 -0.326 0.923 -0.011
N 0.892 -0.637 2.044 0.094
H 1.187 -2.648 2.459 0.010
H -0.495 -2.043 2.700 0.002
H 0.695 -1.656 3.907 0.003
H 1.669 0.940 0.275 0.002
H 0.383 0.687 -0.842 -0.005
H -0.570 -0.902 0.492 -0.001
H 1.677 -0.088 2.377 0.001
C -1.158 1.679 -2.951 0.130
O -0.818 0.474 -2.234 0.540
H -1.011 2.511 -2.241 0.000
H -0.604 1.680 -3.922 0.062
H -2.229 1.756 -3.183 0.053
H -1.212 -0.234 -2.750 0.003
```

A structure of composition C2H7N3S in a non-equilibrium geometry. Source: OMol25; level of theory: ωB97M-V/def2-TZVPD.

Computed properties:
ΔE to the lowest compared entry with this formula, charge and spin: 7.345 eV
DFT total energy: -17485.567 eV
F_max: 0.213 hartree/bohr

XYZ file:
```
13
Properties=species:S:1:pos:R:3:nbo_charge:R:1
C -1.392 -0.819 -0.234 -0.388
C 0.376 0.497 -0.030 0.237
H -1.311 -1.566 0.790 0.198
H -0.745 -1.347 -1.208 0.257
H -2.691 -0.524 -0.732 0.167
H -1.290 2.360 1.676 0.131
H 0.787 1.373 0.687 0.185
H 2.921 0.150 -0.172 0.331
H 2.954 -1.345 -0.556 0.348
N -1.085 0.373 0.137 -0.629
N 0.904 -0.494 -0.601 -0.338
N 2.371 -0.643 0.093 -0.666
S -1.800 1.985 0.151 0.166
```

The ion C6H17N2 with charge +1 in a non-equilibrium geometry. Source: OMol25; level of theory: ωB97M-V/def2-TZVPD.

Computed properties:
ΔE to the lowest compared entry with this formula, charge and spin: 2.839 eV
SMILES string: C[C@@H]([NH3+])CCCCN
DFT total energy: -9469.196 eV
total charge: +1
F_max: 0.088 hartree/bohr

XYZ file:
```
25
Properties=species:S:1:pos:R:3:nbo_charge:R:1
C 0.583 -1.972 1.281 -0.678
C -0.551 -1.781 0.289 -0.046
C -0.513 -0.459 -0.573 -0.449
C -0.640 0.844 0.164 -0.449
C 0.660 1.620 0.427 -0.407
C 1.116 2.250 -0.923 -0.213
N 1.279 1.310 -2.002 -0.865
N -1.944 -1.607 0.845 -0.674
H 1.545 -1.324 0.860 0.248
H 0.392 -1.869 2.322 0.242
H 1.189 -2.900 1.185 0.262
H -0.617 -2.593 -0.384 0.226
H 0.645 -0.555 -0.820 0.274
H -1.126 -0.589 -1.477 0.235
H -1.398 0.838 1.051 0.174
H -1.424 1.665 -0.199 0.246
H 1.466 0.922 0.830 0.198
H 0.424 2.351 1.185 0.229
H 0.387 2.982 -1.192 0.198
H 2.142 2.715 -0.579 0.184
H 2.299 1.031 -2.162 0.373
H 1.045 1.747 -2.870 0.376
H -2.068 -0.698 1.221 0.433
H -2.215 -2.324 1.487 0.434
H -2.675 -1.603 0.033 0.447
```

A structure of composition C17H22ClN4O8Pd in a non-equilibrium geometry. Source: OMol25; level of theory: ωB97M-V/def2-TZVPD.

Computed properties:
ΔE to the lowest compared entry with this formula, charge and spin: 0.546 eV
DFT total energy: -56328.329 eV
total charge: -1
F_max: 0.022 hartree/bohr

XYZ file:
```
53
Properties=species:S:1:pos:R:3:nbo_charge:R:1
Pd -0.407 1.442 -0.085 1.109
N -1.146 0.798 1.751 -0.740
C -0.433 1.325 2.924 -0.218
C -0.503 2.845 2.942 -0.535
C 0.533 3.494 2.018 0.778
O 1.440 4.153 2.524 -0.696
O 0.364 3.309 0.761 -0.796
H -2.103 1.144 1.711 0.428
H -1.143 -0.217 1.721 0.401
H 0.603 0.986 2.861 0.215
H -0.868 0.919 3.843 0.182
H -0.331 3.213 3.952 0.221
H -1.501 3.158 2.618 0.224
C -0.236 -5.658 0.179 -0.626
C -0.017 -4.707 1.321 -0.059
C -0.514 -4.962 2.587 -0.225
C -0.297 -4.066 3.624 -0.062
Cl -0.951 -4.414 5.206 -0.030
C 0.423 -2.910 3.417 -0.216
C 0.932 -2.637 2.151 -0.324
C 0.711 -3.528 1.108 0.385
O 1.163 -3.346 -0.157 -0.499
C 1.844 -2.131 -0.430 -0.175
C 0.970 -0.891 -0.228 0.731
O -0.221 -0.944 -0.623 -0.756
O 1.512 0.098 0.313 -0.731
H -0.859 -6.496 0.489 0.206
H 0.717 -6.044 -0.186 0.220
H -0.712 -5.148 -0.659 0.231
H -1.082 -5.865 2.769 0.217
H 0.594 -2.219 4.232 0.225
H 1.492 -1.724 1.996 0.249
H 2.119 -2.186 -1.483 0.209
H 2.748 -2.041 0.175 0.188
O -4.031 3.658 -1.066 -0.489
N -3.119 2.893 -0.762 0.722
O -2.119 2.756 -1.521 -0.577
O -3.168 2.232 0.307 -0.596
C -0.799 1.452 -5.474 -0.643
C -0.082 1.799 -4.215 0.187
C 0.885 2.744 -3.939 -0.351
C 1.149 2.637 -2.561 0.218
N 0.401 1.666 -2.049 -0.296
N -0.333 1.173 -3.057 -0.307
C 2.079 3.420 -1.702 -0.659
H -0.314 1.929 -6.323 0.224
H -1.833 1.797 -5.432 0.236
H -0.806 0.374 -5.643 0.219
H 1.336 3.428 -4.637 0.220
H -1.004 0.451 -2.853 0.432
H 2.818 3.939 -2.313 0.202
H 2.579 2.761 -0.994 0.249
H 1.523 4.141 -1.102 0.278
```

The molecule C4H7NO in a non-equilibrium geometry. Source: OMol25; level of theory: ωB97M-V/def2-TZVPD.

Computed properties:
ΔE to the lowest compared entry with this formula, charge and spin: 2.083 eV
SMILES string: C[C@H](C#N)CO
DFT total energy: -7797.562 eV
F_max: 0.039 hartree/bohr

XYZ file:
```
13
Properties=species:S:1:pos:R:3:nbo_charge:R:1
C 1.516 -0.135 0.574 -0.603
C 0.340 -0.432 -0.350 -0.327
C -1.039 0.210 -0.036 -0.054
O -1.280 0.196 1.353 -0.716
C 0.300 -0.117 -1.791 0.275
N -0.408 0.000 -2.703 -0.330
H 2.432 -0.573 0.165 0.221
H 1.679 0.931 0.745 0.214
H 1.331 -0.606 1.548 0.233
H 0.208 -1.521 -0.361 0.241
H -1.683 -0.314 -0.815 0.190
H -1.128 1.231 -0.408 0.175
H -1.556 1.082 1.631 0.481
```

Question: The lowest DFT total energy belongs to which entry?
Answer: C17H22ClN4O8Pd

Question: What is the ΔE to the lowest compared entry with this formula, charge and spin in the second record?
Answer: 2.283 eV

Question: Among the records above, which one has the lowest DFT total energy?
Answer: C17H22ClN4O8Pd